# 1
Entry from the Open Molecules 2025 dataset: a structure of composition C25H34BClN6Re (ωB97M-V/def2-TZVPD).

Each line ends with the Löwdin charge.
Positions of all 68 atoms, in Å:
Re: -0.647 -0.019 0.059  1.40
C: 0.489 -1.208 -2.085  -0.08
C: 1.999 -1.272 -1.808  -0.32
C: 2.795 -0.711 -2.990  -0.03
C: 2.363 -0.536 -0.549  -0.22
C: 3.601 -0.115 -0.069  0.04
C: 3.315 0.675 1.032  0.00
N: 1.991 0.708 1.223  0.01
N: 1.407 -0.061 0.264  -0.08
B: 1.105 1.759 1.977  -0.46
N: 0.417 2.599 0.879  0.00
C: 0.593 3.883 0.560  0.00
C: 0.042 4.119 -0.686  0.04
C: -0.457 2.893 -1.112  -0.24
N: -0.246 1.980 -0.140  -0.07
C: -1.062 2.552 -2.441  -0.39
C: -2.285 3.420 -2.739  -0.04
C: -0.003 2.692 -3.540  -0.03
N: 0.040 0.962 2.767  0.01
C: 0.038 0.630 4.061  0.00
C: -0.629 -0.574 4.223  0.04
C: -0.994 -0.965 2.942  -0.22
N: -0.631 0.004 2.075  -0.08
C: -1.525 -2.280 2.456  -0.32
C: -1.279 -2.424 0.952  -0.09
C: -2.978 -2.527 2.855  -0.02
H: 0.261 -1.452 -3.122  0.11
H: 0.109 -0.155 -1.997  0.05
H: -0.079 -1.930 -1.491  0.06
H: 2.263 -2.327 -1.689  0.16
H: 2.566 0.344 -3.148  0.08
H: 2.557 -1.259 -3.900  0.09
H: 3.866 -0.800 -2.819  0.09
H: 4.574 -0.331 -0.474  0.12
H: 3.974 1.230 1.680  0.14
H: 1.762 2.442 2.696  0.13
H: 1.112 4.545 1.234  0.14
H: 0.027 5.052 -1.222  0.13
H: -1.377 1.503 -2.414  0.09
H: -2.002 4.472 -2.797  0.09
H: -3.054 3.326 -1.970  0.08
H: -2.722 3.140 -3.697  0.09
H: 0.334 3.726 -3.620  0.10
H: -0.418 2.398 -4.504  0.09
H: 0.873 2.072 -3.336  0.07
H: 0.540 1.253 4.784  0.15
H: -0.779 -1.115 5.141  0.13
H: -0.913 -3.041 2.948  0.16
H: -1.921 -1.727 0.360  0.04
H: -1.583 -3.400 0.573  0.12
H: -0.207 -2.341 0.724  0.08
H: -3.633 -1.774 2.424  0.05
H: -3.087 -2.489 3.938  0.10
H: -3.305 -3.511 2.519  0.10
Cl: -7.436 -0.900 2.975  0.84
C: -6.110 -0.546 1.986  -0.64
C: -5.271 0.537 2.316  -0.06
C: -4.205 0.823 1.514  0.00
C: -3.935 0.050 0.343  -0.29
C: -2.899 0.426 -0.542  -0.13
C: -4.787 -1.060 0.059  -0.01
C: -5.860 -1.343 0.852  -0.07
H: -5.494 1.130 3.191  0.13
H: -3.561 1.663 1.745  0.13
H: -2.686 1.493 -0.525  0.05
H: -2.957 -0.013 -1.537  0.09
H: -4.598 -1.653 -0.828  0.13
H: -6.529 -2.161 0.624  0.13

Output
Multiplicity: 4
⟨S²⟩: 3.7890
Molar mass: 651.061 g/mol
Strongest force on any atom: 0.10 eV/A
Frontier orbital gap (alpha / beta): 8.85 / 6.08 eV
Charge: +2
Energy: -1864.3873 Eh

# 2
Entry from the Open Molecules 2025 dataset: a structure of composition C25H34BN9SiSn (ωB97M-V/def2-TZVPD).

Each line ends with the Löwdin charge.
Positions of all 71 atoms, in Å:
Sn: -0.038 0.836 -0.212  1.31
C: 0.356 3.906 1.632  -0.01
C: -0.903 3.145 1.870  -0.31
C: -1.906 3.385 2.809  0.04
C: -2.837 2.394 2.608  -0.01
N: -2.429 1.600 1.602  0.03
N: -1.233 2.066 1.147  -0.09
B: -3.084 0.357 0.962  -0.63
N: -2.231 -0.896 1.275  0.03
C: -2.496 -2.130 1.738  -0.02
C: -1.327 -2.853 1.793  0.04
C: -0.340 -1.993 1.315  -0.31
C: 1.123 -2.249 1.174  -0.02
N: -0.898 -0.816 0.997  -0.07
N: -3.151 0.508 -0.565  0.04
C: -4.134 0.377 -1.475  -0.01
C: -3.601 0.498 -2.737  0.03
C: -2.236 0.703 -2.547  -0.31
C: -1.182 0.924 -3.577  -0.01
N: -1.972 0.701 -1.232  -0.09
N: -4.508 0.236 1.613  0.05
C: -4.841 -0.319 2.889  0.04
C: -6.125 -0.002 3.151  0.05
C: -6.564 0.751 2.032  -0.17
C: -7.850 1.378 1.757  0.03
N: -5.497 0.885 1.123  0.21
H: 0.173 4.974 1.739  0.10
H: 1.117 3.632 2.364  0.10
H: 0.753 3.737 0.631  0.06
H: -1.946 4.182 3.532  0.13
H: -3.770 2.227 3.121  0.13
H: -3.500 -2.446 1.973  0.13
H: -1.207 -3.871 2.121  0.13
H: 1.296 -3.285 0.892  0.10
H: 1.585 -1.608 0.421  0.02
H: 1.626 -2.077 2.127  0.10
H: -5.154 0.211 -1.180  0.12
H: -4.130 0.450 -3.673  0.13
H: -1.316 1.895 -4.054  0.11
H: -0.175 0.893 -3.158  0.03
H: -1.249 0.163 -4.353  0.10
H: -4.107 -0.851 3.470  0.14
H: -6.711 -0.276 4.013  0.15
H: -8.672 0.799 2.179  0.12
H: -7.870 2.353 2.271  0.14
H: -7.991 1.569 0.696  0.11
C: 4.976 -2.786 -3.272  -0.17
Si: 3.749 -1.530 -2.685  0.47
C: 3.852 0.049 -3.675  -0.14
C: 2.001 -2.156 -2.629  -0.16
N: 4.036 -0.761 -1.069  0.13
C: 5.090 -0.591 -0.356  -0.31
C: 6.382 -1.216 -0.643  0.08
C: 7.444 -1.026 0.185  0.00
C: 7.285 -0.207 1.319  0.08
C: 6.074 0.435 1.643  -0.01
C: 5.002 0.260 0.827  0.06
H: 4.536 -3.336 -4.107  0.06
H: 5.252 -3.527 -2.519  0.05
H: 5.882 -2.303 -3.642  0.05
H: 3.632 -0.206 -4.717  0.06
H: 4.854 0.478 -3.646  0.05
H: 3.131 0.797 -3.345  0.03
H: 1.684 -2.397 -3.645  0.05
H: 1.323 -1.395 -2.234  -0.01
H: 1.886 -3.064 -2.034  0.04
H: 6.472 -1.831 -1.528  0.10
H: 8.401 -1.486 -0.016  0.14
H: 8.139 -0.060 1.972  0.14
H: 6.020 1.058 2.524  0.13
H: 4.049 0.738 1.016  0.12

Output
Multiplicity: 2
⟨S²⟩: 0.7563
Energy above the lowest of the compared OMol25 structures with the same formula, charge and spin: 1.2 kcal/mol
Molar mass: 618.219 g/mol
Strongest force on any atom: 0.53 eV/A
Frontier orbital gap (alpha / beta): 6.61 / 5.57 eV
Charge: +3
Energy: -1993.6676 Eh

# 3
Entry from the Open Molecules 2025 dataset: a cluster of 8 separate species, C25H34F4O23 in total in a non-equilibrium geometry (ωB97M-V/def2-TZVPD).

Each line ends with the Löwdin charge.
Positions of all 86 atoms, in Å:
C: 0.629 -1.991 2.531  -0.15
C: 1.807 -2.959 2.688  -0.05
O: 1.453 -3.540 4.020  0.06
C: 0.160 -3.315 4.276  -0.56
O: -0.489 -3.767 5.167  0.16
O: -0.404 -2.446 3.363  0.06
H: 0.354 -1.925 1.486  0.11
H: 0.933 -0.938 2.814  0.14
H: 2.754 -2.491 2.798  0.11
H: 1.865 -3.791 1.976  0.12
C: 4.426 -5.104 -0.268  -0.02
C: 5.361 -4.003 0.283  -0.12
O: 4.540 -2.860 0.289  0.05
C: 3.387 -3.101 -0.391  -0.63
O: 2.563 -2.242 -0.511  0.13
O: 3.389 -4.275 -0.923  0.08
H: 3.845 -5.643 0.476  0.13
H: 4.761 -5.707 -1.091  0.13
H: 6.301 -3.841 -0.256  0.13
H: 5.724 -4.329 1.266  0.13
C: -4.948 1.586 -6.083  -0.13
C: -3.437 1.652 -6.365  -0.11
O: -3.187 0.451 -7.118  0.06
C: -4.378 0.113 -7.694  -0.60
O: -4.522 -0.759 -8.429  0.21
O: -5.419 0.841 -7.189  0.05
H: -5.383 2.536 -6.066  0.11
H: -5.173 1.020 -5.161  0.13
H: -2.924 1.610 -5.428  0.11
H: -3.187 2.597 -6.894  0.14
C: 1.091 -1.241 -3.826  -0.11
O: -0.287 -1.382 -3.567  -0.19
C: -0.765 -2.683 -3.474  -0.21
C: -2.287 -2.692 -3.191  -0.19
O: -2.959 -1.858 -4.114  -0.19
C: -4.167 -2.383 -4.616  -0.10
H: 1.686 -1.575 -2.962  0.08
H: 1.294 -0.208 -4.117  0.09
H: 1.409 -1.878 -4.671  0.10
H: -0.281 -3.237 -2.653  0.13
H: -0.610 -3.225 -4.376  0.11
H: -2.555 -2.337 -2.152  0.14
H: -2.682 -3.750 -3.279  0.14
H: -4.738 -1.549 -4.943  0.06
H: -4.829 -2.831 -3.875  0.09
H: -3.991 -3.161 -5.367  0.10
C: 4.259 1.834 0.435  -0.05
C: 3.903 0.629 1.234  -0.33
O: 3.181 1.128 2.287  0.12
C: 3.467 2.503 2.390  -0.51
O: 3.167 3.132 3.367  0.16
O: 4.167 2.930 1.342  0.11
F: 5.059 0.055 1.767  0.04
H: 3.659 2.024 -0.437  0.13
H: 5.294 1.729 0.076  0.15
H: 3.396 -0.144 0.721  0.13
C: 0.472 4.487 4.171  -0.09
C: 1.192 5.827 4.317  -0.26
O: 0.708 6.390 5.515  0.15
C: -0.388 5.686 5.856  -0.57
O: -1.047 5.936 6.818  0.17
O: -0.556 4.620 5.087  0.09
F: 0.800 6.723 3.347  0.05
H: 1.030 3.608 4.335  0.11
H: 0.167 4.460 3.120  0.13
H: 2.266 5.780 4.334  0.16
C: -2.800 1.824 5.060  -0.01
C: -2.002 1.431 3.831  -0.30
O: -2.906 0.897 2.968  0.10
C: -4.208 0.728 3.592  -0.49
O: -5.167 0.345 3.080  0.23
O: -4.135 1.245 4.835  0.08
F: -1.064 0.397 4.142  0.00
H: -2.876 2.859 5.187  0.11
H: -2.290 1.330 5.886  0.15
H: -1.333 2.168 3.343  0.16
C: 0.332 0.309 -0.983  0.00
C: -1.073 0.930 -0.805  -0.30
O: -0.852 2.063 -0.074  0.14
C: 0.377 2.039 0.580  -0.49
O: 0.817 2.756 1.387  0.21
O: 1.115 1.032 0.032  0.04
F: -1.851 0.033 -0.108  0.06
H: 0.733 0.448 -1.960  0.10
H: 0.426 -0.743 -0.736  0.12
H: -1.568 1.183 -1.724  0.16

Output
SMILES string: O=C1OC[C@@H](F)O1.O=C1OC[C@@H](F)O1.O=C1OC[C@@H](F)O1.O=C1OC[C@@H](F)O1.O=C1OCCO1.O=C1OCCO1.O=C1OCCO1.COCCOC
Molar mass: 778.516 g/mol
Strongest force on any atom: 4.10 eV/A
Frontier orbital gap: 9.91 eV
Energy: -3103.0225 Eh